The following is a DFT calculation (ωB97M-V with the def2-TZVPD basis set) of a 9-piece molecular cluster, C29H65Cl15N4 overall.

XYZ file:
```
113
Properties=species:S:1:pos:R:3:mulliken_charge:R:1
C -3.397 -5.528 -2.600 -1.033
C -4.662 -4.983 -3.314 -0.426
N -4.849 -3.527 -3.162 0.513
C -6.006 -3.137 -3.976 -0.619
C -5.694 -3.114 -5.451 -1.277
C -5.063 -3.141 -1.702 -0.517
C -6.412 -3.532 -1.035 -1.361
H -2.897 -6.318 -3.162 0.431
H -3.612 -5.931 -1.611 0.315
H -2.696 -4.707 -2.455 -0.010
H -4.455 -5.106 -4.377 0.292
H -5.604 -5.473 -3.069 0.360
H -6.804 -3.834 -3.721 0.384
H -6.330 -2.122 -3.747 0.367
H -5.033 -2.294 -5.734 0.223
H -5.308 -4.069 -5.807 0.338
H -6.577 -2.911 -6.057 0.417
H -4.972 -2.055 -1.686 0.402
H -4.256 -3.475 -1.050 0.275
H -6.457 -3.404 0.047 0.352
H -6.662 -4.584 -1.169 0.330
H -7.183 -2.970 -1.563 0.311
C 2.976 -1.272 -2.540 -0.655
C 2.910 0.110 -3.169 -0.701
N 4.211 0.768 -3.446 0.321
C 4.765 1.480 -2.259 -0.169
C 4.015 2.721 -1.803 -1.146
C 5.219 -0.037 -4.186 -0.516
C 6.229 0.815 -4.953 -1.266
H 3.638 -1.955 -3.074 0.410
H 1.978 -1.687 -2.405 0.219
H 3.355 -1.175 -1.523 0.156
H 2.346 -0.033 -4.091 0.405
H 2.236 0.762 -2.613 0.124
H 4.672 0.732 -1.471 0.074
H 5.826 1.672 -2.416 0.385
H 4.389 3.246 -0.924 0.329
H 4.053 3.548 -2.513 0.355
H 2.945 2.563 -1.666 0.067
H 4.685 -0.510 -5.010 0.351
H 5.699 -0.829 -3.611 0.337
H 6.845 1.449 -4.315 0.314
H 5.629 1.486 -5.568 0.325
H 6.926 0.209 -5.531 0.395
C 0.685 0.418 -0.325 0.793
C 0.458 0.556 1.195 -0.481
N -0.961 0.409 1.551 1.115
C -1.525 -0.954 1.294 -0.493
C -2.328 -0.914 0.026 0.264
C -1.085 0.775 2.956 0.476
C -2.460 0.991 3.528 -1.248
H 0.534 -0.623 -0.612 -0.040
H 1.700 0.737 -0.560 -0.182
H -0.011 1.077 -0.845 -0.516
H 0.949 -0.252 1.737 0.243
H 0.821 1.541 1.489 -0.378
H -0.758 -1.711 1.133 -0.072
H -2.218 -1.288 2.066 0.263
H -3.202 -0.291 0.215 0.179
H -1.742 -0.419 -0.748 0.016
H -2.770 -1.828 -0.371 -0.371
H -0.608 1.755 2.979 -0.762
H -0.599 0.092 3.652 0.258
H -3.003 1.697 2.901 0.235
H -2.399 1.486 4.497 0.503
H -2.976 0.039 3.649 0.200
C 2.819 1.615 5.645 -1.071
C 2.965 3.127 5.526 -0.812
N 3.055 3.644 4.125 0.909
C 3.527 5.002 4.123 -0.609
C 5.036 5.090 4.203 -1.317
C 1.768 3.429 3.386 -0.430
C 0.525 3.989 4.200 -1.484
H 3.194 1.244 6.599 0.359
H 3.254 0.994 4.862 0.100
H 1.735 1.509 5.686 0.243
H 2.233 3.687 6.109 0.476
H 3.862 3.412 6.075 0.524
H 3.129 5.551 4.976 0.347
H 3.196 5.467 3.195 0.364
H 5.573 4.490 3.468 0.230
H 5.424 4.744 5.161 0.298
H 5.356 6.112 4.001 0.430
H 1.798 3.762 2.348 0.418
H 1.647 2.346 3.356 0.010
H -0.304 3.715 3.548 0.523
H 0.301 3.582 5.187 0.281
H 0.611 5.067 4.336 0.356
Cl -0.072 -4.419 -0.694 -0.028
C 1.586 -4.424 -0.002 -0.202
Cl 1.751 -5.778 1.119 -0.128
Cl 1.946 -2.902 0.841 0.011
H 2.300 -4.526 -0.819 0.326
Cl -1.036 -1.668 -5.807 -0.139
C -2.214 -1.797 -4.525 0.341
Cl -3.144 -0.312 -4.358 -0.141
Cl -1.497 -2.185 -2.988 0.050
H -2.928 -2.572 -4.804 -0.187
Cl -1.423 2.840 -2.202 -0.166
C -1.974 3.086 -0.520 1.340
Cl -3.617 3.653 -0.491 -0.147
Cl -0.780 4.259 0.129 -0.141
H -1.859 2.197 0.101 -0.954
Cl -6.256 0.140 4.653 -0.127
C -6.271 -1.043 3.254 -0.082
Cl -4.829 -2.123 3.379 -0.113
Cl -6.352 -0.208 1.665 -0.090
H -7.125 -1.709 3.375 0.386
Cl 5.902 0.484 3.819 -0.153
C 5.174 1.487 2.562 0.956
Cl 3.649 0.736 2.017 -0.118
Cl 6.274 1.618 1.223 -0.127
H 4.973 2.448 3.036 -0.695
```

net charge = 0
LUMO = 0.25 eV
E_HOMO = -0.2916 Eh
E = -8265.72462 a.u.
structure (SMILES) = CCN(CC)CC.CCN(CC)CC.CCN(CC)CC.CCN(CC)CC.ClC(Cl)Cl.ClC(Cl)Cl.ClC(Cl)Cl.ClC(Cl)Cl.ClC(Cl)Cl
max |F| = 0.0576 hartree/bohr

***

The following is a DFT calculation (ωB97M-V with the def2-TZVPD basis set) of C41H37GeN6O4SbSe5Zr as an isolated structure.

XYZ file:
```
96
Properties=species:S:1:pos:R:3:mulliken_charge:R:1
Zr -0.380 0.305 -0.239 -1.414
Se 3.147 -1.742 4.545 -0.832
Sb 3.728 -1.212 2.227 0.166
Se 1.730 0.436 1.283 -0.114
Se 1.373 -1.617 0.310 -0.628
Se 5.830 0.101 2.203 -0.837
N -0.653 -2.260 3.175 -0.231
C -2.065 -2.126 3.442 -0.696
C -2.924 -2.253 2.167 -0.976
C -2.554 -1.227 1.115 0.949
O -3.272 -0.227 0.938 -0.630
O -1.477 -1.456 0.455 -0.077
H -0.356 -3.221 3.068 0.109
H -0.056 -1.840 3.878 0.098
H -2.238 -1.136 3.867 0.246
H -2.455 -2.863 4.166 0.446
H -3.971 -2.093 2.432 0.353
H -2.804 -3.252 1.738 0.262
C 5.219 -2.190 -2.426 -0.446
C 4.180 -2.316 -3.344 -0.693
C 3.091 -1.461 -3.288 -0.425
C 3.037 -0.484 -2.301 0.081
C 4.085 -0.335 -1.405 0.061
C 5.174 -1.190 -1.463 -0.763
N 1.904 0.377 -2.139 1.107
N 1.342 0.608 -3.224 -0.679
C 0.205 1.480 -3.151 -0.264
C -0.372 1.749 -4.389 -0.305
C -1.408 2.670 -4.460 -0.688
C -1.800 3.323 -3.294 -0.722
C -1.227 2.985 -2.073 -0.206
C -0.236 2.002 -1.929 1.286
H 6.056 -2.878 -2.456 0.373
H 4.212 -3.091 -4.102 0.344
H 2.265 -1.553 -3.982 0.522
H 4.041 0.438 -0.645 0.387
H 5.956 -1.078 -0.721 0.390
H 0.009 1.249 -5.272 0.465
H -1.895 2.888 -5.404 0.343
H -2.587 4.071 -3.334 0.452
H -1.595 3.485 -1.178 0.303
Se -3.845 0.424 -2.123 0.305
N -3.996 -1.085 -3.035 -0.958
C -2.820 -1.692 -2.969 0.363
C -2.478 -2.974 -3.469 -0.750
C -1.219 -3.428 -3.219 -1.132
C -0.263 -2.627 -2.526 -0.365
N -0.500 -1.428 -2.089 0.657
C -1.786 -1.000 -2.265 1.133
N -2.149 0.153 -1.716 0.295
H -3.208 -3.566 -4.004 0.452
H -0.914 -4.410 -3.554 0.416
H 0.746 -2.993 -2.357 0.517
O -1.064 0.634 2.221 -0.615
C -1.055 1.830 1.911 1.213
O -0.559 2.209 0.779 -0.295
C -1.604 2.890 2.837 -1.511
C -1.803 4.221 2.120 -1.228
Ge -0.143 5.143 1.642 1.674
C 1.531 4.318 1.120 0.286
C 2.351 3.770 2.111 -0.519
C 3.561 3.172 1.785 -1.072
C 3.970 3.133 0.459 -0.292
C 3.159 3.661 -0.536 -0.644
C 1.939 4.244 -0.209 0.235
C -0.617 6.527 0.324 0.235
C -1.946 6.811 0.012 -0.432
C -2.278 7.833 -0.868 -0.737
C -1.279 8.596 -1.453 -0.421
C 0.050 8.329 -1.156 -0.714
C 0.374 7.304 -0.277 -0.098
C 0.351 6.148 3.279 0.292
C 1.532 6.893 3.284 -0.104
C 1.912 7.641 4.388 -0.767
C 1.117 7.651 5.528 -0.404
C -0.053 6.908 5.550 -0.772
C -0.429 6.169 4.434 -0.262
H -0.903 2.991 3.673 0.302
H -2.535 2.474 3.228 0.377
H -2.335 4.939 2.750 0.875
H -2.407 4.049 1.227 0.431
H 2.038 3.791 3.150 0.306
H 4.167 2.697 2.547 0.427
H 4.915 2.666 0.209 0.338
H 3.458 3.592 -1.576 0.335
H 1.303 4.630 -0.998 0.379
H -2.741 6.223 0.458 0.252
H -3.319 8.031 -1.100 0.379
H -1.533 9.393 -2.142 0.362
H 0.838 8.916 -1.613 0.385
H 1.417 7.099 -0.064 0.228
H 2.176 6.875 2.411 0.218
H 2.835 8.207 4.366 0.376
H 1.417 8.224 6.397 0.351
H -0.672 6.897 6.439 0.374
H -1.345 5.592 4.481 0.209
```

ΔE to the lowest compared entry with this formula, charge and spin = 2.6867 eV
net charge = -2
LUMO = 1.96 eV
E_HOMO = -0.0197 Eh
E = -16585.61639 a.u.
max |F| = 0.0551 hartree/bohr

***

The following is a DFT calculation (ωB97M-V with the def2-TZVPD basis set) of a 16-piece molecular cluster, C21H18Cl60N2O3P overall.

XYZ file:
```
105
Properties=species:S:1:pos:R:3:mulliken_charge:R:1
C -2.245 2.071 3.197 -0.965
C -2.199 0.576 3.167 0.293
O -1.014 0.067 2.483 0.826
P -1.049 0.216 0.900 -0.759
O -0.106 1.213 0.506 -0.446
C -0.540 -1.341 0.083 -0.747
C -0.487 -2.588 0.963 -0.277
N -1.089 -3.808 0.332 0.283
N -2.449 -3.750 -0.070 -0.504
O -2.490 0.682 0.432 0.429
C -3.380 -0.438 0.180 -0.087
C -4.783 -0.075 0.505 -1.593
H -1.269 2.490 3.298 0.220
H -2.834 2.352 4.045 0.540
H -2.732 2.480 2.340 -0.019
H -2.145 0.226 4.167 0.116
H -3.109 0.194 2.744 -0.006
H 0.453 -1.125 -0.234 0.575
H -1.115 -1.523 -0.806 0.654
H -0.898 -2.438 1.931 -0.356
H 0.546 -2.824 1.112 0.464
H -0.518 -4.119 -0.455 0.303
H -1.037 -4.548 1.026 0.392
H -3.044 -3.371 0.645 0.331
H -2.540 -3.289 -0.960 0.000
H -3.272 -0.720 -0.851 0.368
H -3.102 -1.233 0.859 0.056
H -4.852 0.319 1.495 0.329
H -5.205 0.572 -0.233 0.384
H -5.347 -0.989 0.496 0.412
C -0.476 -3.303 5.371 0.059
Cl 0.235 -2.607 6.814 0.009
Cl -1.955 -4.182 5.780 -0.089
Cl -0.837 -2.005 4.224 -0.039
Cl 0.673 -4.401 4.593 0.002
C 4.097 -5.169 2.810 0.185
Cl 2.808 -6.201 3.449 -0.124
Cl 4.474 -3.909 3.980 0.101
Cl 5.530 -6.141 2.505 -0.070
Cl 3.546 -4.427 1.297 -0.060
C 1.126 2.080 -2.868 0.130
Cl 1.691 2.797 -1.368 -0.033
Cl -0.408 1.236 -2.582 -0.064
Cl 0.884 3.338 -4.078 -0.099
Cl 2.318 0.916 -3.458 -0.018
C -4.974 3.737 -0.305 0.267
Cl -3.799 2.744 -1.183 -0.031
Cl -4.153 4.633 0.971 -0.069
Cl -5.752 4.856 -1.421 -0.088
Cl -6.208 2.701 0.418 -0.112
C -1.519 -4.629 -3.734 0.401
Cl -1.512 -4.918 -5.456 -0.028
Cl -1.894 -6.120 -2.869 -0.088
Cl 0.067 -4.032 -3.208 -0.122
Cl -2.741 -3.403 -3.337 -0.107
C 0.072 6.364 -0.301 0.100
Cl -0.780 6.529 -1.839 0.012
Cl -0.484 7.620 0.814 -0.065
Cl -0.199 4.773 0.414 0.098
Cl 1.800 6.566 -0.591 -0.119
C -2.304 0.487 8.516 0.267
Cl -2.259 -0.479 7.029 -0.053
Cl -3.875 0.295 9.288 -0.098
Cl -1.034 -0.075 9.601 -0.081
Cl -2.041 2.183 8.119 -0.082
C 4.874 0.279 -6.970 0.362
Cl 4.861 -0.238 -5.280 -0.093
Cl 5.064 -1.140 -8.011 -0.117
Cl 3.356 1.098 -7.335 -0.062
Cl 6.219 1.384 -7.236 -0.090
C -2.074 9.482 -4.639 0.339
Cl -2.136 9.171 -6.374 -0.091
Cl -2.818 8.133 -3.772 -0.079
Cl -0.394 9.647 -4.128 -0.093
Cl -2.952 10.966 -4.273 -0.090
C 1.998 0.759 5.228 -0.149
Cl 2.962 1.891 6.174 -0.096
Cl 2.829 -0.795 5.131 0.102
Cl 0.421 0.526 5.995 0.116
Cl 1.757 1.394 3.598 0.033
C -1.999 -8.311 -7.383 0.316
Cl -2.251 -9.992 -7.839 -0.092
Cl -0.987 -8.236 -5.935 -0.062
Cl -1.196 -7.451 -8.697 -0.080
Cl -3.558 -7.551 -7.049 -0.083
C 6.592 -1.861 6.465 0.281
Cl 7.416 -1.198 7.874 -0.092
Cl 5.147 -2.737 6.990 -0.082
Cl 6.126 -0.549 5.380 -0.067
Cl 7.669 -2.970 5.615 -0.079
C 5.583 -6.560 -1.833 0.325
Cl 6.086 -5.012 -1.150 -0.081
Cl 4.511 -6.275 -3.209 -0.085
Cl 7.002 -7.454 -2.367 -0.084
Cl 4.722 -7.498 -0.607 -0.079
C 1.367 0.578 -10.816 0.310
Cl 2.252 1.994 -11.380 -0.090
Cl 0.555 -0.193 -12.179 -0.103
Cl 2.493 -0.557 -10.073 -0.028
Cl 0.166 1.074 -9.617 -0.095
C 0.413 11.016 3.804 0.311
Cl 0.175 9.595 2.776 -0.060
Cl 2.107 11.112 4.281 -0.100
Cl -0.032 12.468 2.907 -0.096
Cl -0.599 10.878 5.244 -0.102
```

net charge = +1
LUMO = -2.86 eV
E_HOMO = -0.4484 Eh
E = -29098.67430 a.u.
max |F| = 0.0544 hartree/bohr

***

The following is a DFT calculation (ωB97M-V with the def2-TZVPD basis set) of a 2-piece molecular cluster, C6H16 overall.

XYZ file:
```
22
Properties=species:S:1:pos:R:3:mulliken_charge:R:1
C 0.028 -2.121 2.529 -1.346
C -0.648 -1.295 1.442 0.240
C -1.747 -0.333 1.931 -1.141
H 0.909 -2.636 2.151 0.359
H -0.632 -2.895 2.924 0.325
H 0.278 -1.528 3.409 0.355
H 0.103 -0.759 0.863 -0.034
H -1.112 -1.983 0.727 0.237
H -2.083 -0.603 2.930 0.408
H -1.413 0.705 1.957 0.279
H -2.652 -0.420 1.332 0.302
C 0.157 2.366 -2.206 -1.174
C 0.606 1.111 -1.471 0.178
C 1.601 0.277 -2.252 -1.271
H 0.221 3.281 -1.611 0.314
H 0.783 2.590 -3.066 0.315
H -0.863 2.342 -2.580 0.301
H -0.254 0.530 -1.094 0.116
H 1.058 1.397 -0.516 0.234
H 2.517 0.845 -2.408 0.329
H 1.213 0.072 -3.260 0.336
H 1.808 -0.703 -1.811 0.338
```

ΔE to the lowest compared entry with this formula, charge and spin = 0.4258 eV
net charge = 0
LUMO = 1.07 eV
E_HOMO = -0.4095 Eh
E = -238.18088 a.u.
structure (SMILES) = CCC.CCC
max |F| = 0.0230 hartree/bohr

***

The lowest LUMO belongs to which entry? C21H18Cl60N2O3P

***

What is the E in the second record? -16585.61639 a.u.